Entry 1:
{"formula": "C16H10Cl2N3O5OsS2", "method": "wB97M-V/def2-TZVPD", "homo_energy_ev": [-11.820, -11.670], "orbital_gap_ev": [6.28, 6.09], "e_lumo_ha": [-0.20361, -0.20512], "multiplicity": 1, "charge": 1, "species": ["C", "N", "H", "C", "H", "Cl", "O", "N", "C", "Cl", "N", "H", "H", "C", "O", "C", "H", "C", "C", "O", "O", "H", "C", "C", "H", "H", "C", "S", "C", "O", "C", "C", "C", "Os", "C", "C", "H", "H", "S"], "positions_angstrom": [[-1.08, 0.40, 2.23], [-0.26, 1.76, 0.48], [-2.40, 3.36, -5.72], [-2.48, 1.09, -2.65], [0.44, 3.24, -0.72], [-2.55, 0.06, -1.23], [-1.00, -0.50, 1.27], [0.06, 3.02, 0.19], [-0.65, 3.04, 2.27], [0.24, 2.82, -4.97], [0.89, -2.70, -0.90], [-1.48, 1.79, 4.20], [3.93, -4.92, -0.47], [-0.16, 3.82, 1.25], [-0.24, -1.96, -1.09], [1.87, -4.82, -1.10], [4.04, -2.51, 0.13], [-1.04, 3.58, 3.61], [3.13, -2.96, -0.27], [-1.46, 0.19, 3.36], [-0.96, 4.76, 3.82], [-4.57, 2.65, -4.76], [-0.69, 1.75, 1.73], [2.01, -2.14, -0.42], [-0.18, -4.30, -1.62], [0.03, 4.88, 1.22], [-3.64, 2.32, -4.31], [1.99, -0.46, -0.01], [0.79, -4.00, -1.24], [-1.45, 2.71, 4.53], [-1.24, 1.47, -3.15], [-3.68, 1.50, -3.19], [-2.43, 2.72, -4.85], [-0.17, -0.09, -0.52], [3.06, -4.28, -0.60], [-1.24, 2.30, -4.28], [1.78, -5.86, -1.37], [-4.61, 1.18, -2.76], [0.31, 0.97, -2.46]], "mulliken_charge": [0.9179, -0.1382, 0.4354, 1.0262, 0.2006, -0.1877, -0.7816, -0.1231, 0.2678, -0.1895, 0.2817, 0.4108, 0.4204, -0.4012, -0.5468, -0.7243, 0.4142, 0.4466, -0.7792, -0.7311, -0.5470, 0.4010, -0.1596, 0.8310, 0.4717, 0.5542, -0.3506, -0.3531, -0.2337, -0.5087, -0.0164, -0.8326, -0.7100, 1.5862, -0.1531, 0.2755, 0.4248, 0.4551, -0.3536]}


Entry 2:
{"formula": "C4H5NO", "method": "wB97M-V/def2-TZVPD", "homo_energy_ev": -9.323, "orbital_gap_ev": 10.35, "e_lumo_ha": 0.03786, "multiplicity": 1, "charge": 0, "species": ["N", "C", "C", "H", "H", "H", "C", "O", "H", "H", "C"], "positions_angstrom": [[0.90, 0.89, 1.71], [1.43, 0.71, 0.58], [0.11, -0.08, 1.00], [-0.90, 1.19, -0.36], [-1.92, -0.18, 0.16], [-0.12, -0.98, 1.63], [-0.90, 0.13, -0.09], [0.61, -1.16, -1.49], [-1.23, -0.69, -2.14], [2.50, 0.82, 0.35], [-0.47, -0.64, -1.34]], "mulliken_charge": [-0.4489, -0.2495, 0.0995, 0.2767, 0.3423, 0.3569, -0.7050, -0.4552, 0.3477, 0.3236, 0.1120]}


Entry 3:
{"formula": "C9H13GaO5P", "method": "wB97M-V/def2-TZVPD", "homo_energy_ev": -20.601, "orbital_gap_ev": 7.12, "e_lumo_ha": -0.49528, "multiplicity": 1, "charge": 3, "species": ["O", "C", "C", "H", "C", "C", "H", "H", "H", "P", "H", "O", "C", "C", "O", "H", "C", "O", "C", "H", "C", "Ga", "H", "O", "H", "H", "H", "H", "H"], "positions_angstrom": [[-3.74, -0.48, 0.19], [-1.97, 3.30, -0.51], [-0.74, 0.33, -2.60], [2.02, -3.52, 1.55], [-1.98, 2.81, -1.80], [2.63, -1.06, 0.23], [-1.25, 4.05, -0.17], [0.16, -2.80, -1.03], [2.54, -2.29, 2.66], [1.03, -1.62, 0.71], [-1.26, 3.14, -2.55], [-0.67, -0.20, -3.60], [1.15, 2.41, -0.93], [-0.04, -2.85, 0.04], [-0.64, 2.23, 2.86], [2.56, -0.62, -0.76], [-0.75, 2.02, 1.74], [2.19, 2.87, -1.09], [-2.85, 0.18, -0.07], [0.94, -3.07, 2.84], [1.64, -2.64, 2.11], [-0.88, 1.38, -0.51], [-2.82, 3.17, 0.17], [0.15, -0.38, 0.82], [0.14, -3.86, 0.44], [-2.82, 2.26, -2.22], [3.37, -1.88, 0.26], [2.97, -0.29, 0.93], [-1.08, -2.59, 0.26]], "mulliken_charge": [-0.0237, -0.4762, 0.3387, 0.4759, -0.6732, -1.0989, 0.4541, 0.3430, 0.3793, 0.8343, 0.4718, -0.0205, 0.3582, -1.0119, -0.0512, 0.3780, 0.3354, -0.0392, 0.3357, 0.3598, -1.3853, 0.8427, 0.4550, -0.5879, 0.4458, 0.4644, 0.4140, 0.3907, 0.2912]}


Entry 4:
{"formula": "C3H11N3", "method": "wB97M-V/def2-TZVPD", "homo_energy_ev": [-14.250, -13.878], "orbital_gap_ev": [11.20, 5.58], "e_lumo_ha": [-0.11222, -0.30506], "multiplicity": 2, "charge": 1, "species": ["H", "C", "N", "H", "H", "H", "C", "H", "N", "H", "H", "N", "H", "H", "C", "H", "H"], "positions_angstrom": [[-1.61, -0.96, 0.65], [1.01, 1.30, -0.83], [-1.11, -1.70, -0.22], [0.50, 2.30, -2.64], [1.80, 0.70, -1.55], [-0.34, -2.25, 1.66], [0.48, -0.26, 0.98], [1.58, 1.86, -0.13], [-0.01, 0.60, -0.06], [-1.20, -0.86, 2.27], [-0.50, -0.27, -0.46], [0.19, 2.22, -1.64], [-0.79, 1.90, -1.63], [-1.53, -2.65, -0.19], [-0.65, -1.23, 1.34], [1.28, -0.98, 0.57], [0.90, 0.29, 1.86]], "mulliken_charge": [0.3157, -0.2821, -0.7193, 0.2923, 0.3290, 0.3591, -0.5392, 0.3386, -0.2961, 0.3103, 0.6152, -0.4255, 0.3055, 0.2466, -0.5721, 0.2879, 0.4342]}


Entry 5:
{"formula": "C21H48N3O4", "method": "wB97M-V/def2-TZVPD", "homo_energy_ev": -13.006, "orbital_gap_ev": 9.48, "e_lumo_ha": -0.12961, "multiplicity": 1, "charge": 1, "species": ["C", "H", "H", "N", "H", "H", "H", "H", "H", "H", "C", "C", "O", "C", "H", "C", "H", "H", "H", "H", "C", "C", "N", "H", "C", "H", "H", "H", "H", "C", "C", "H", "H", "C", "H", "H", "H", "H", "C", "H", "O", "C", "N", "H", "H", "H", "H", "C", "C", "C", "H", "H", "H", "H", "H", "H", "C", "H", "H", "H", "H", "O", "H", "H", "C", "H", "H", "H", "H", "C", "C", "H", "H", "H", "C", "O"], "positions_angstrom": [[-1.24, -1.52, -2.77], [0.73, 1.54, -0.98], [-0.53, -4.68, 0.31], [-2.59, 1.30, -1.42], [0.72, 0.41, 1.16], [1.03, -2.11, 5.87], [-0.28, -1.48, 3.17], [2.12, -1.68, 3.56], [0.24, -0.38, -1.60], [-0.90, 0.95, 0.78], [1.33, 2.57, 2.94], [0.32, -2.06, 2.46], [1.85, -2.02, -1.50], [0.65, 2.17, -0.08], [0.61, -1.35, 1.67], [1.36, -3.56, 4.28], [2.26, -3.00, 2.42], [-2.00, 1.76, -4.53], [-1.45, -2.69, 1.43], [0.48, -3.27, -0.05], [2.83, -1.02, -1.30], [-0.55, -3.16, 1.85], [-2.46, -0.71, -2.52], [-3.39, 2.99, -2.30], [-1.82, 2.26, -3.59], [1.67, 2.49, 0.15], [3.00, -0.93, -0.23], [0.87, -4.46, 3.90], [-0.28, 4.07, 0.44], [0.54, -2.99, 5.44], [0.01, 2.01, 2.42], [-0.39, 1.30, 3.15], [2.03, 0.75, 3.90], [1.22, -1.86, -2.75], [2.66, 0.98, 2.26], [0.76, -2.81, -2.98], [3.77, -1.32, -1.77], [-0.73, 2.82, 2.36], [-3.01, 2.03, -2.63], [-1.28, -1.82, -3.81], [-3.53, -1.61, -2.31], [1.59, -2.55, 3.16], [-2.03, -0.52, -0.17], [-3.42, -2.02, -1.43], [1.13, 3.09, 3.88], [-0.47, -2.70, 5.12], [0.43, -3.73, 6.23], [0.08, -0.80, -2.59], [0.15, -3.94, 0.74], [0.10, 1.31, 1.06], [0.25, -0.06, -3.36], [-0.91, -3.84, 2.62], [1.39, 3.24, -3.76], [0.21, 3.93, -1.24], [-0.95, 1.79, -3.15], [3.29, 1.94, 3.59], [-2.34, 0.05, -1.35], [2.33, -3.87, 4.66], [2.55, -0.05, -1.71], [-2.49, 1.86, -0.59], [1.03, -4.47, 1.12], [-0.09, 3.61, -5.71], [-2.30, 4.09, -4.58], [-3.81, 1.54, -3.16], [-1.55, 3.74, -3.89], [-2.01, 0.16, 0.58], [1.90, -1.63, -3.56], [-1.55, 4.30, -2.97], [-1.28, -2.45, -2.20], [2.39, 1.50, 3.18], [-0.22, 3.80, -4.57], [1.72, 3.32, 2.26], [-1.23, 3.07, -0.67], [-1.15, -1.03, -0.18], [-0.21, 3.38, -0.40], [0.83, 4.03, -3.74]], "mulliken_charge": [-1.1417, -0.4160, 0.3791, -0.0210, -0.4779, 0.2739, 0.4745, 0.2901, -0.7498, -1.7110, -0.8016, 1.5441, -0.3487, 0.3502, -1.2799, -0.6614, 0.3404, 0.5930, 0.2967, -0.0478, -0.6606, -0.8365, 0.3773, 0.6176, 0.1440, 0.6997, 0.1456, 0.2568, 0.4101, -1.1801, -0.8156, 0.4550, 0.1650, -0.9913, 0.1163, 0.4626, 0.3317, 0.3692, -1.2999, 0.5140, -0.4858, -0.8689, -0.1298, 0.3907, 0.4823, 0.2752, 0.4043, 1.3936, -0.9391, 1.4124, 0.2694, 0.5532, 0.3110, 0.3476, -0.4320, 0.4846, 0.1733, 0.4389, 0.3273, 0.5183, 0.3941, -0.4498, 0.4528, 0.3787, -0.3968, 0.7345, 0.4019, 0.3830, 0.3008, -0.8625, 0.0186, 0.2580, 0.0363, 0.0357, -1.3320, -0.4465]}